[1]
30
Properties=species:S:1:pos:R:3 method="wB97M-V/def2-TZVPD" orbital_gap_ev=7.04 total_energy_ha=-538.573981 total_charge=+1 multiplicity=1
C 3.7402 2.0129 -0.3603
C 3.5188 3.3280 0.3088
N 2.4042 1.7690 -1.2009
H 4.5401 1.9366 -1.0918
H 3.7922 1.0911 0.2275
H 4.4894 3.6815 0.6969
H 2.7562 3.1872 1.0881
H 1.9472 2.6433 -1.4525
H 2.5626 1.3201 -2.1106
H 1.7499 1.1041 -0.7711
H 3.3260 4.2187 -0.2853
C -1.9107 0.2314 -2.4183
C -1.5936 -0.7998 -0.0309
C -1.1942 -0.5329 -1.3537
C -0.6742 -1.6949 0.5804
C 0.0123 -1.1552 -1.4821
C -2.6050 -0.3953 2.0949
C -1.4614 -1.0078 2.7132
C -2.6454 -0.2531 0.7298
C -0.5552 -1.7333 2.0028
N 0.3565 -1.8833 -0.3604
H -3.3686 -0.2220 2.8439
H -1.5245 -0.7770 3.7817
H -3.4334 0.3430 0.2755
H 0.3279 -2.1439 2.4820
H -2.2979 -0.5313 -3.1541
H -1.3195 0.8511 -3.0820
H 0.6073 -1.2056 -2.3750
H 1.1192 -2.5466 -0.3634
H -2.9193 0.5493 -2.1525



[2]
30
Properties=species:S:1:pos:R:3 method="wB97M-V/def2-TZVPD" orbital_gap_ev=8.95 total_energy_ha=-538.483711 smiles="C=C1N=C2C(C)=CCC[N@@+]2(C)[C@@H]1C" total_charge=+1 multiplicity=1
C 2.7025 -2.0287 0.9264
C 1.6233 -1.3579 0.5363
N 0.3750 -1.8341 0.3544
C -0.3955 -0.8634 0.0340
C -1.9458 -1.1427 -0.1028
C -2.2820 -2.4962 -0.7021
C -2.6501 -0.0925 0.3906
C -2.0858 1.1228 0.8942
C -0.4901 1.1629 1.0770
N 0.1941 0.5174 0.0180
C -0.0412 1.1976 -1.2264
C 1.6116 0.2192 0.3915
C 2.6460 0.6199 -0.7742
H 2.7091 -3.1023 0.8459
H 3.5906 -1.5779 0.9587
H -2.6102 -2.4898 -1.7035
H -3.2289 -2.9361 -0.2145
H -1.4200 -3.0907 -0.4488
H -3.7418 -0.2192 0.5009
H -2.3124 1.8891 0.1644
H -2.3778 1.5243 1.8935
H -0.2803 2.2711 1.0157
H -0.3077 0.6050 1.9982
H 0.2085 2.2439 -1.3157
H 0.7817 1.0707 -2.0290
H -0.9558 0.9465 -1.7090
H 1.8890 0.9275 1.2858
H 2.5288 -0.0293 -1.6648
H 3.5245 0.3131 -0.1801
H 2.6009 1.7527 -0.8988



[3]
30
Properties=species:S:1:pos:R:3 method="wB97M-V/def2-TZVPD" orbital_gap_ev=8.17 total_energy_ha=-538.556663 smiles="CN[C@H](C)c1ccccc1C(C)=[NH2+]" total_charge=+1 multiplicity=1
C -0.8283 -1.9901 -1.3788
N -1.4345 -0.6362 -1.3828
C -1.6798 -0.1038 -0.0229
C -2.1421 1.3507 -0.1781
C -0.4333 -0.0448 0.8383
C -0.5837 -0.4145 2.1610
C 0.3455 -0.1169 3.1244
C 1.4838 0.6205 2.8412
C 1.7527 0.7620 1.4946
C 0.9006 0.3342 0.4854
C 1.4079 0.3601 -0.9123
C 0.8273 1.0616 -2.0655
N 2.4294 -0.4446 -1.0885
H -0.4316 -2.3711 -2.3478
H -0.0558 -2.2031 -0.6467
H -1.4432 -2.7852 -0.9809
H -2.2329 -0.5660 -2.0964
H -2.4707 -0.7206 0.4942
H -2.5076 1.7594 0.8372
H -2.9302 1.1789 -0.8370
H -1.4523 1.9903 -0.4980
H -1.4756 -0.8216 2.5425
H 0.0980 -0.2670 4.1942
H 2.2958 0.8912 3.6443
H 2.8064 0.9711 1.2838
H -0.2550 0.7179 -2.2462
H 1.2971 0.7505 -2.9538
H 0.9586 2.2079 -2.0220
H 2.9019 -0.8440 -0.2531
H 2.8516 -0.6269 -2.0304



[4]
31
Properties=species:S:1:pos:R:3 method="wB97M-V/def2-TZVPD" orbital_gap_ev=8.79 total_energy_ha=-613.760117 smiles="C=C(c1ncco1)[N@H+]1CC[C@@H](C)CC1" total_charge=+1 multiplicity=1
C 1.3478 2.1532 -0.5986
C 1.3283 0.8437 -0.2624
C 2.6315 0.2356 0.0660
N 3.7786 0.7666 0.1982
C 4.7084 -0.2189 0.3098
C 4.0227 -1.4090 0.2656
O 2.7204 -1.2004 0.1177
N 0.1575 0.0514 -0.3026
C -0.7949 0.5355 -1.3280
C -1.8753 -0.5484 -1.3666
C -2.5406 -0.7687 0.0578
C -3.4636 0.3963 0.4044
C -1.4564 -1.1684 1.1088
C -0.4275 -0.1062 1.1616
H 0.4891 2.7091 -0.6262
H 2.1637 2.7689 -0.4331
H 5.8121 0.0566 0.4937
H 4.3246 -2.4445 0.3060
H 0.1662 -1.0484 -0.4686
H -0.2396 0.7075 -2.2533
H -1.1776 1.5807 -1.0093
H -2.6515 -0.3316 -2.0092
H -1.5593 -1.5090 -1.7162
H -3.1821 -1.5936 -0.0566
H -2.9510 1.3442 0.5704
H -3.7690 0.3763 1.5356
H -4.2181 0.6019 -0.3455
H -0.8873 -2.1310 0.9277
H -2.0906 -1.2578 2.0287
H -0.7598 1.0017 1.4200
H 0.3932 -0.3935 1.8042



[5]
40
Properties=species:S:1:pos:R:3 method="wB97M-V/def2-TZVPD" orbital_gap_ev="4.96 / 5.66" total_energy_ha=-3074.269158 total_charge=-2 multiplicity=3
Pt 1.2985 0.0698 1.3776
S 1.8193 -4.8483 2.1377
Sb 2.9306 -2.8484 2.1453
S 2.6469 -1.5619 0.1484
S 1.4677 -1.1710 3.2267
S 5.0298 -2.8798 3.0288
C 3.8493 6.2478 -0.7103
C 3.8289 4.8582 -0.1306
C 4.9850 4.2532 0.3475
C 4.8267 2.9750 0.8650
N 3.6683 2.3467 0.9023
C 2.6033 2.9935 0.3932
S 1.0551 2.2285 0.3929
N 2.6537 4.2501 -0.1095
H 4.8307 6.7108 -0.6007
H 3.1004 6.8655 -0.2138
H 3.5904 6.2120 -1.7697
H 5.9464 4.7487 0.3248
H 5.6727 2.4273 1.2734
C -0.8863 -2.9030 0.5538
N -2.1990 -2.5487 0.0226
C -3.0668 -3.6663 -0.2643
C -4.5091 -3.2224 -0.3829
C -4.5846 -2.0893 -1.3824
N -3.6832 -1.0310 -0.9996
C -3.8488 0.2204 -1.6992
C -2.4281 -1.2766 -0.4248
O -1.6225 -0.3691 -0.3126
H -0.9951 -3.4239 1.5056
H -0.2966 -2.0061 0.6992
H -0.3458 -3.5615 -0.1292
H -2.9512 -4.3925 0.5437
H -2.7545 -4.1750 -1.1897
H -4.8683 -2.8733 0.5881
H -5.1371 -4.0562 -0.7043
H -5.5979 -1.6756 -1.4223
H -4.3550 -2.4661 -2.3938
H -4.8387 0.6370 -1.4898
H -3.7539 0.0917 -2.7866
H -3.0811 0.9096 -1.3603



[6]
30
Properties=species:S:1:pos:R:3 method="wB97M-V/def2-TZVPD" orbital_gap_ev=9.83 total_energy_ha=-559.303150 smiles="CC(=O)/C=C/[C@H](CCC#N)C(C)C" multiplicity=1
C 2.6997 -2.5099 1.0598
C 1.2648 -2.8040 1.4515
O 1.0337 -3.8353 2.0134
C 0.1866 -1.9069 1.0659
C 0.3559 -0.6412 0.5199
C -0.8695 0.1854 0.1699
C -1.4112 -0.3638 -1.1314
C -0.6395 -0.0898 -2.4285
C 0.7918 -0.2242 -2.4510
N 1.9433 -0.3436 -2.5413
C -0.5155 1.7109 0.1173
C -1.6708 2.6137 -0.3389
C -0.0783 2.1742 1.5271
H 3.3066 -3.4276 1.1011
H 3.1256 -1.8632 1.8038
H 2.8347 -2.1220 0.0389
H -0.7963 -2.3520 1.2024
H 1.3533 -0.2511 0.3449
H -1.6496 -0.0254 0.9374
H -1.5556 -1.4337 -1.0008
H -2.4248 0.0469 -1.2509
H -1.0758 -0.7522 -3.1885
H -0.8302 0.9065 -2.7169
H 0.3208 1.8606 -0.5775
H -1.2823 3.6673 -0.2920
H -1.9240 2.4051 -1.3871
H -2.5568 2.5160 0.2929
H 0.0398 3.2650 1.5590
H 0.8572 1.6781 1.8029
H -0.8336 1.9165 2.2967



[7]
32
Properties=species:S:1:pos:R:3 method="wB97M-V/def2-TZVPD" orbital_gap_ev=8.55 total_energy_ha=-1032.567073 smiles="CN[S@](=O)(=CC(C)(C)O)c1ccccc1" multiplicity=1
C 0.0435 2.7030 1.1308
N 0.0052 1.2628 1.1695
S 0.1100 0.5118 -0.3602
O 0.1371 1.4958 -1.4589
C -1.0931 -1.1626 -0.4749
C -2.4776 -0.6770 -0.2429
C -3.2575 -2.0620 -0.1429
C -2.8567 0.3212 -1.3189
O -2.6793 -0.0675 1.0903
C 1.7853 -0.0125 -0.2415
C 2.0717 -0.9544 0.7272
C 3.3579 -1.4396 0.8669
C 4.3622 -0.9096 0.1200
C 4.0940 -0.0201 -0.9549
C 2.7782 0.4507 -1.0983
H -1.0156 3.0097 1.0494
H 0.6183 2.8580 2.1091
H 0.5086 3.1019 0.1927
H -0.7466 0.8740 1.7052
H -0.8004 -1.6995 0.4256
H -4.3659 -1.8819 -0.2804
H -3.0458 -2.7003 0.6893
H -3.0215 -2.5906 -1.1013
H -3.9316 0.7840 -1.1848
H -2.2300 1.1920 -1.2197
H -2.7921 -0.2874 -2.3264
H -3.2908 0.7015 1.1159
H 1.3981 -1.2944 1.4295
H 3.7247 -2.0173 1.6122
H 5.3550 -1.1441 0.3574
H 4.8032 0.4205 -1.5892
H 2.4514 1.2340 -1.7960



[8]
32
Properties=species:S:1:pos:R:3 method="wB97M-V/def2-TZVPD" orbital_gap_ev=9.00 total_energy_ha=-709.341791 multiplicity=1
C -3.0349 3.3953 1.0653
H -2.3819 3.8776 1.8617
H -3.6382 4.3936 0.5892
H -3.6646 2.7707 1.4737
C -1.9722 2.9173 0.0002
N -1.0807 1.8099 0.5209
H -0.4626 1.4346 -0.1481
C -1.5168 0.7512 1.0438
H -1.9923 -0.0236 0.3718
C -0.3672 0.0697 1.8456
C 0.4826 -0.5977 0.5490
C 1.7734 0.1334 0.1679
C 2.6312 -0.2640 -0.5643
C 2.0820 -1.5794 -1.3632
C 1.1048 -2.1679 -0.9250
C 0.2080 -1.8730 0.1745
H -0.6331 -2.2835 0.6109
O 0.7357 -3.5195 -1.4599
H -0.1322 -3.7192 -1.2214
O 2.8639 -2.1684 -2.3081
H 2.6388 -2.8708 -2.6308
H 3.3141 -0.0502 -1.0711
H 1.8855 1.0135 0.7259
O 0.1629 0.8058 2.6309
H 0.2562 1.9815 1.9194
H -0.7640 -0.7187 2.4497
H -2.2248 0.9928 2.0501
C -3.1352 2.1726 -1.2896
H -2.4633 1.5216 -1.8794
H -3.7321 2.8637 -1.5348
H -3.7220 1.4216 -0.7964
H -1.4523 3.6454 -0.6350